Record 1
This record from the Open Molecules 2025 dataset describes a structure of composition C20H50NO2P2PtSi4 in a non-equilibrium geometry. The level of theory is wB97M-V/def2-TZVPD.

Calculated values
M (g mol⁻¹): 706.0
Relative energy (zero: lowest compared OMol25 entry of this formula, charge and spin) (kJ/mol): 6.6
Calculated total energy (Eh): -2957.16818
Multiplicity: 3
HOMO (alpha / beta) (eV): -7.73 / -10.36
Net charge: +1
Maximum force (eV Å⁻¹): 1.45
Lowest unoccupied orbital energy (alpha / beta) (eV): -2.084 / -5.683

```
80
C20H50NO2P2PtSi4 | the Open Molecules 2025 dataset | wB97M-V/def2-TZVPD
Pt 0.192 -0.046 -1.056
P 0.670 2.050 -1.784
C 0.713 1.968 -3.631
C 1.146 0.589 -4.050
N 0.996 -0.430 -3.179
C 1.313 -1.685 -3.564
C 1.886 -1.945 -4.811
C 2.117 -0.889 -5.682
C 1.736 0.387 -5.300
C 1.032 -2.807 -2.606
P -0.286 -2.245 -1.442
H 1.920 1.262 -5.914
H 2.129 -2.975 -5.052
H 2.607 -1.059 -6.634
H 0.699 -3.722 -3.124
H 1.929 -3.072 -2.020
H -0.301 2.223 -3.993
H 1.405 2.735 -4.011
H -4.492 0.435 -3.313
O -4.140 0.967 -4.070
H -4.753 0.768 -4.808
H -4.497 -2.088 -0.459
O -5.314 -1.929 -0.969
H -6.001 -2.439 -0.496
C -1.783 -2.767 -2.320
H -1.664 -3.832 -2.563
H -2.661 -2.634 -1.679
H -1.917 -2.193 -3.242
C -0.133 -3.477 -0.158
H -0.996 -3.359 0.500
H -0.161 -4.464 -0.632
H 0.804 -3.358 0.389
C 2.366 2.555 -1.406
H 2.618 3.424 -2.023
H 2.452 2.813 -0.348
H 3.060 1.739 -1.634
C -0.378 3.497 -1.608
H -0.540 3.738 -0.559
H 0.114 4.337 -2.118
H -1.332 3.284 -2.103
C 0.289 -2.905 3.127
Si 1.288 -1.380 2.613
C 1.876 -0.792 4.315
C 2.794 -1.837 1.570
Si 0.207 0.258 1.214
Si -1.989 0.249 1.941
C -2.178 0.386 3.820
C -2.882 1.693 1.110
C -2.796 -1.384 1.433
Si 1.203 2.175 2.310
C 0.700 2.321 4.130
C 3.077 1.921 2.182
C 0.775 3.892 1.650
H 0.951 -3.472 3.802
H 0.020 -3.568 2.302
H -0.626 -2.652 3.683
H 2.437 -1.645 4.727
H 2.538 0.081 4.304
H 1.030 -0.589 4.988
H 2.546 -2.234 0.577
H 3.457 -0.973 1.422
H 3.347 -2.608 2.129
H -1.864 1.359 4.217
H -3.257 0.266 4.009
H -1.640 -0.402 4.368
H -2.843 1.633 0.011
H -3.938 1.636 1.425
H -2.482 2.671 1.416
H -2.674 -1.573 0.355
H -2.398 -2.250 1.982
H -3.871 -1.296 1.665
H 0.820 1.412 4.725
H 1.364 3.091 4.553
H -0.335 2.669 4.240
H 3.418 1.781 1.148
H 3.544 2.835 2.581
H 3.443 1.068 2.767
H -0.311 4.065 1.626
H 1.207 4.610 2.367
H 1.196 4.129 0.666
```

Here are the Löwdin charges for atoms 1 to 8, given in e: 0.45, 0.65, -0.26, -0.31, -0.03, -0.32, -0.01, -0.03

---

Record 2
This record from the Open Molecules 2025 dataset describes a structure of composition C38H33CuN6O4PS2. The level of theory is wB97M-V/def2-TZVPD.

Calculated values
M (g mol⁻¹): 796.4
Relative energy (zero: lowest compared OMol25 entry of this formula, charge and spin) (kJ/mol): 23.7
Calculated total energy (Eh): -4875.64153
Multiplicity: 2
HOMO (alpha / beta) (eV): -7.64 / -7.72
Maximum force (eV Å⁻¹): 0.42
Lowest unoccupied orbital energy (alpha / beta) (eV): -0.075 / -1.326

```
85
C38H33CuN6O4PS2 | the Open Molecules 2025 dataset | wB97M-V/def2-TZVPD
Cu 0.046 -0.028 -1.402
O -1.218 3.462 -2.588
C -1.731 2.441 -2.139
O -1.464 1.235 -2.502
C -2.735 2.512 -1.015
C -3.279 3.728 -0.629
C -4.207 3.772 0.399
C -4.580 2.601 1.044
C -4.021 1.387 0.673
C -3.091 1.336 -0.361
P -2.313 -0.221 -0.881
C -3.274 -0.864 -2.283
C -4.146 -0.035 -2.983
C -4.852 -0.518 -4.073
C -4.696 -1.835 -4.481
C -3.837 -2.671 -3.783
C -3.133 -2.187 -2.690
C -2.735 -1.361 0.486
C -2.153 -1.106 1.730
C -2.363 -1.959 2.800
C -3.158 -3.087 2.647
C -3.759 -3.341 1.424
C -3.550 -2.483 0.352
H -2.959 4.620 -1.150
H -4.641 4.716 0.702
H -5.304 2.629 1.847
H -4.315 0.485 1.193
H -4.263 0.998 -2.685
H -5.523 0.143 -4.606
H -5.245 -2.208 -5.335
H -3.714 -3.703 -4.084
H -2.500 -2.863 -2.133
H -1.539 -0.229 1.880
H -1.898 -1.738 3.752
H -3.311 -3.763 3.479
H -4.396 -4.206 1.296
H -4.043 -2.695 -0.588
C 6.923 1.578 2.705
C 5.443 1.442 2.493
C 4.534 1.961 3.408
C 3.166 1.862 3.199
C 2.694 1.238 2.057
C 3.584 0.692 1.141
C 4.946 0.796 1.362
S 0.946 1.198 1.734
O 0.298 1.089 3.021
O 0.644 2.415 0.995
N 0.694 -0.027 0.771
C 0.863 -1.316 1.247
C 1.228 -1.697 2.522
C 1.349 -3.056 2.880
C 1.128 -4.058 1.984
C 0.781 -3.716 0.655
C 0.600 -4.693 -0.348
C 0.327 -4.315 -1.630
C 0.195 -2.943 -1.901
N 0.311 -2.017 -0.980
C 0.637 -2.362 0.294
H 7.155 1.831 3.739
H 7.335 2.364 2.070
H 7.444 0.653 2.457
H 4.901 2.447 4.304
H 2.466 2.260 3.921
H 3.206 0.156 0.277
H 5.637 0.362 0.649
H 1.397 -0.956 3.286
H 1.632 -3.287 3.900
H 1.226 -5.101 2.255
H 0.706 -5.738 -0.082
H 0.210 -5.031 -2.431
H -0.012 -2.600 -2.909
C 2.977 4.300 -0.818
C 3.339 3.012 -1.449
N 4.538 2.595 -1.712
N 4.353 1.342 -2.233
C 3.068 0.970 -2.282
S 2.372 -0.489 -2.728
N 2.416 2.058 -1.802
N 1.039 2.086 -1.673
H 3.889 4.861 -0.635
H 2.462 4.118 0.127
H 2.313 4.880 -1.460
H 5.133 0.784 -2.526
H 0.606 2.631 -2.419
H 0.801 2.458 -0.748
```

Here are the Löwdin charges for atoms 1 to 8, given in e: 0.36, 0.03, -0.61, -0.16, -0.14, 0.00, -0.06, -0.07

---

Record 3
This record from the Open Molecules 2025 dataset describes a structure of composition C42H46BrN3Pd. The level of theory is wB97M-V/def2-TZVPD.

Calculated values
M (g mol⁻¹): 779.2
Calculated total energy (Eh): -4493.64657
Multiplicity: 5
HOMO (alpha / beta) (eV): -12.35 / -13.44
Net charge: +2
Maximum force (eV Å⁻¹): 0.53
Lowest unoccupied orbital energy (alpha / beta) (eV): -5.600 / -8.273

```
93
C42H46BrN3Pd | the Open Molecules 2025 dataset | wB97M-V/def2-TZVPD
Pd 1.393 0.636 0.616
C 0.382 6.270 -0.634
C 1.289 5.171 -0.160
C 2.559 5.423 0.352
C 3.363 4.383 0.793
C 2.831 3.117 0.703
Br 3.781 1.576 1.285
N 1.629 2.831 0.226
C 0.874 3.848 -0.205
H 0.954 7.128 -0.982
H -0.262 6.610 0.179
H -0.256 5.931 -1.449
H 2.929 6.440 0.402
H 4.353 4.550 1.189
H -0.095 3.588 -0.612
C -0.125 2.373 3.142
C -1.615 2.256 2.813
C -2.192 0.931 3.324
C -1.963 2.528 1.362
C -2.710 3.641 1.058
C -3.175 3.889 -0.238
C -2.909 2.998 -1.275
C -2.186 1.846 -1.052
C -1.784 0.983 -2.229
C -0.752 1.720 -3.093
C -2.995 0.553 -3.061
C -1.707 1.592 0.294
N -0.963 0.505 0.557
C -1.280 -0.747 0.157
C -0.284 -1.721 -0.130
N 0.998 -1.412 -0.119
C 2.103 -2.180 -0.028
C 3.011 -2.197 -1.149
C 4.158 -2.939 -1.018
C 4.430 -3.635 0.166
C 3.539 -3.627 1.246
C 2.372 -2.905 1.193
C 1.413 -2.840 2.358
C 1.458 -4.085 3.245
C 1.670 -1.582 3.199
C 2.658 -1.458 -2.418
C 3.049 0.024 -2.326
C 3.280 -2.083 -3.666
C -0.953 -2.988 -0.450
C -0.551 -4.242 -0.822
C -1.549 -5.227 -1.042
C -2.889 -4.961 -0.892
C -3.323 -3.664 -0.506
C -4.656 -3.218 -0.298
C -4.909 -1.921 0.095
C -3.875 -0.980 0.304
C -2.576 -1.382 0.088
C -2.329 -2.723 -0.300
H 0.012 2.300 4.222
H 0.290 3.327 2.813
H 0.450 1.563 2.686
H -2.115 3.055 3.365
H -1.618 0.078 2.958
H -3.233 0.801 3.025
H -2.158 0.917 4.413
H -2.971 4.331 1.851
H -3.751 4.783 -0.435
H -3.259 3.226 -2.273
H -1.293 0.084 -1.859
H -1.156 2.659 -3.476
H -0.478 1.102 -3.948
H 0.159 1.941 -2.531
H -3.478 1.406 -3.538
H -3.738 0.038 -2.451
H -2.675 -0.124 -3.853
H 4.858 -3.005 -1.838
H 5.348 -4.203 0.245
H 3.783 -4.198 2.129
H 0.401 -2.768 1.952
H 2.386 -4.144 3.816
H 1.349 -5.002 2.665
H 0.643 -4.042 3.966
H 2.692 -1.574 3.583
H 0.988 -1.556 4.049
H 1.517 -0.660 2.627
H 1.569 -1.513 -2.518
H 4.110 0.130 -2.089
H 2.471 0.558 -1.565
H 2.867 0.511 -3.284
H 4.359 -1.921 -3.704
H 2.856 -1.613 -4.553
H 3.090 -3.155 -3.730
H 0.494 -4.497 -0.957
H -1.241 -6.220 -1.338
H -3.615 -5.743 -1.069
H -5.481 -3.904 -0.438
H -5.933 -1.613 0.257
H -4.117 0.023 0.634
```

Here are the Löwdin charges for atoms 1 to 8, given in e: 0.64, -0.02, -0.22, 0.02, -0.06, -0.70, 0.87, -0.05

---

Record 4
This record from the Open Molecules 2025 dataset describes the molecule C5H8N2. The level of theory is wB97M-V/def2-TZVPD.

Calculated values
M (g mol⁻¹): 96.1
Relative energy (zero: lowest compared OMol25 entry of this formula, charge and spin) (kJ/mol): 317.9
Calculated total energy (Eh): -304.71441
HOMO (eV): -8.53
Maximum force (eV Å⁻¹): 0.99
Lowest unoccupied orbital energy (eV): 0.836

```
15
C5H8N2 | the Open Molecules 2025 dataset | wB97M-V/def2-TZVPD
C -1.964 -0.925 0.334
C -0.738 -0.225 -0.178
C -0.474 1.220 0.025
N 0.156 0.206 0.877
C 1.555 -0.015 0.771
C 2.111 -0.433 -0.331
N 2.573 -0.463 -1.476
H -2.259 -0.464 1.281
H -1.722 -1.975 0.534
H -2.796 -0.878 -0.374
H -0.295 -0.639 -1.090
H 0.117 1.725 -0.744
H -1.191 1.858 0.536
H 2.196 0.319 1.575
H 2.571 0.544 -1.674
```

Here are the natural (NBO) charges for atoms 1 to 8, given in e: -0.61, -0.07, -0.25, -0.41, -0.21, 0.34, -0.61, 0.22